A molecular structure, C38H55IrN3O8PS2, computed with ωB97M-V/def2-TZVPD.

```
! RIJCOSX wB97M-V def2-TZVPD def2/J DEFGRID3
* xyz 0 1
Ir 0.95 0.48 -1.26
S -2.31 0.97 -1.13
S 1.00 2.54 -3.75
P 0.15 -0.77 2.02
O 0.61 -0.47 0.62
O 0.68 3.51 -2.56
O -3.23 0.01 -0.58
O 0.85 2.39 -0.44
O 1.64 1.30 -2.96
O -0.25 2.09 -4.34
O 3.04 0.57 -0.85
O -1.77 1.97 -0.26
N 1.10 -1.26 -2.24
N 3.15 2.81 -0.92
N -1.03 0.18 -1.76
C -3.19 1.82 -2.41
C 4.09 -0.87 3.34
C 0.44 -3.58 1.72
C 1.17 -3.52 -3.83
C -1.96 -2.83 0.22
C -0.06 -2.84 -3.64
C -1.22 -0.93 -2.57
C -0.78 1.84 2.47
C 2.92 -0.93 2.36
C 4.75 1.51 -2.22
C 3.59 1.61 -1.29
C 0.36 -3.75 0.20
C -0.05 -1.69 -2.84
C 3.56 4.03 -1.60
C 1.57 -1.16 4.52
C 2.07 2.84 0.06
C -4.63 3.25 -4.31
C -1.08 -3.97 -0.26
C -4.47 1.40 -2.77
C -2.65 2.97 -2.96
C -1.19 0.35 2.52
C -2.00 0.01 3.78
C -1.28 -3.28 -4.19
C 1.62 -0.55 3.09
C -0.31 2.44 3.79
C -5.18 2.11 -3.72
C -2.40 -1.42 -3.09
C -1.92 -2.69 1.73
C -2.42 -2.57 -3.90
C 2.30 -3.06 -3.22
C -5.39 3.99 -5.38
C 3.96 -1.95 4.43
C -1.51 0.67 5.07
C -3.37 3.67 -3.91
C -1.32 2.17 4.90
C 2.50 -2.35 4.66
C -0.48 -2.47 2.26
C 2.23 -1.91 -2.42
H 1.87 -0.39 5.24
H 3.07 -0.26 1.51
H 2.82 4.80 -1.40
H -2.23 0.46 5.87
H -3.37 -2.89 -4.30
H -0.16 3.51 3.65
H 3.25 -3.56 -3.34
H 4.54 4.37 -1.26
H -2.09 -1.06 3.93
H 0.76 -2.85 -0.27
H 1.00 -4.58 -0.10
H 0.66 2.03 4.10
H 4.39 -1.58 5.36
H -1.63 -1.89 -0.24
H 0.55 -1.44 4.80
H -2.28 -3.61 2.19
H -1.31 -4.16 -4.82
H -6.45 4.07 -5.13
H 1.47 -3.43 2.03
H 1.97 3.88 0.39
H 4.10 0.13 3.80
H 0.56 2.98 -1.47
H 0.11 -4.52 2.19
H 4.39 1.74 -3.22
H -1.66 2.40 2.14
H -2.99 -2.97 -0.11
H 5.12 0.49 -2.22
H -4.91 0.54 -2.28
H -5.00 5.00 -5.51
H -1.00 2.63 5.84
H -2.59 -1.89 2.06
H -3.02 0.37 3.60
H 4.54 -2.83 4.15
H 1.19 -4.41 -4.45
H 3.58 3.88 -2.68
H 1.65 0.54 3.19
H -3.34 -0.93 -2.88
H 3.10 -1.51 -1.92
H 2.36 2.22 0.91
H -0.56 0.24 5.39
H -1.67 3.30 -2.66
H 2.86 -1.94 1.93
H -5.32 3.47 -6.34
H -0.50 -2.56 3.35
H -1.85 0.20 1.65
H -6.17 1.79 -4.00
H -0.06 2.00 1.67
H 5.04 -0.97 2.81
H 2.21 -3.13 3.95
H -2.28 2.64 4.63
H 2.39 -2.80 5.65
H -1.12 -4.05 -1.35
H -1.45 -4.92 0.15
H 5.56 2.20 -1.96
H -2.93 4.56 -4.36
*
```

HOMO-LUMO gap: 7.336 eV
ΔE to the lowest compared entry with this formula, charge and spin: 0.0 kJ/mol
HOMO level: -0.268 Eh
E: -94951.5866 eV
molecular weight: 969.20 g mol⁻¹
lowest unoccupied orbital energy: 0.0013 hartree